1.
ORCA calculation (wB97M-V/def2-TZVPD) on a molecular structure, C37H52BrCl2N2O24P5S.

charge	0
spin multiplicity	1
gap between HOMO and LUMO	6.32	eV

Atoms and positions in Å:
C: -5.2024 -1.1412 4.8753
C: -4.3104 -1.3473 3.6176
C: -2.8780 -1.0092 4.0110
O: -1.9981 -1.2838 2.9263
C: -0.9536 -0.3080 2.8596
C: 0.2174 -0.9951 2.0960
C: 0.6271 -2.2597 2.8965
C: 0.4281 -2.3834 4.4112
C: 1.6569 -2.3081 5.3593
C: 1.9826 -0.8878 5.8698
C: 2.8714 -3.1342 4.9031
O: -0.5285 -1.3977 0.9297
C: -0.3242 -1.9976 -0.2606
Br: -2.2264 -2.1071 -0.9905
C: 0.4226 -1.2121 -1.4189
C: 1.9038 -1.2816 -0.9920
C: 2.8095 -2.3422 -1.6078
N: 3.8375 -2.6899 -0.5803
O: 0.0053 -1.7561 -2.6642
C: 0.6283 -1.5901 -3.9013
Cl: -0.7273 -1.4712 -5.0982
P: 1.9432 -0.2702 -4.1131
P: 1.2498 1.6095 -4.9948
O: 0.0967 1.5750 -5.8783
O: 2.5090 2.1471 -5.8598
O: 1.1224 2.6800 -3.7870
P: 1.4443 -3.1579 -4.6771
O: 1.6510 -2.8558 -6.1127
P: -0.0992 0.6553 -1.4593
O: -0.9586 1.0095 -0.1241
Cl: -1.5751 0.7876 -2.8962
P: 0.0683 -3.8627 -0.2352
O: -1.1468 -4.4385 0.6600
O: 1.4671 -4.1723 0.4981
S: 0.0069 -4.8424 -1.8911
N: 1.2332 0.0407 1.8874
C: 1.0656 1.3329 2.5674
C: 0.7667 2.6031 1.7837
O: 1.3015 1.4504 3.7569
C: 2.6425 -0.2631 2.0639
C: 3.5727 0.2859 0.9788
O: 3.1563 -0.7796 3.0206
H: -5.9279 -0.3494 4.7187
H: -5.6828 -2.0833 5.1259
H: -4.5767 -0.8634 5.7250
H: -4.6442 -0.6191 2.8792
H: -4.3767 -2.3608 3.2407
H: -2.8856 0.0459 4.2971
H: -2.5863 -1.6452 4.8529
H: -1.3659 0.5053 2.2594
H: -0.6913 -0.0517 3.8801
H: -0.0233 -3.0238 2.4743
H: 1.6225 -2.6151 2.6294
H: 0.0676 -3.3993 4.5932
H: -0.3337 -1.7710 4.8855
H: 1.3043 -2.8240 6.2556
H: 1.1105 -0.2583 5.7105
H: 2.1080 -0.9236 6.9546
H: 2.8974 -0.4629 5.4717
H: 2.5880 -3.7989 4.0857
H: 3.1855 -3.8064 5.7033
H: 3.7458 -2.5446 4.6460
H: 2.3612 -0.3013 -1.1324
H: 1.9138 -1.5093 0.0728
H: 2.3186 -3.2798 -1.8567
H: 3.3130 -1.9669 -2.4977
H: 4.5901 -2.0229 -0.6915
H: 4.1687 -3.6270 -0.7669
H: 2.8070 -0.7628 -5.1116
H: 3.2955 2.1808 -5.2973
H: 1.8720 2.4911 -3.1889
H: 0.5578 -4.2395 -4.6011
H: 2.7264 -3.3784 -4.1402
H: -1.8782 0.7122 -0.2004
H: -0.8088 -5.2407 1.0858
H: 1.9686 -3.3828 0.7589
H: 1.4725 3.3641 2.1028
H: -0.2555 2.9209 1.9599
H: 0.9622 2.4293 0.7273
H: 4.3663 0.8302 1.4839
H: 3.0545 0.8887 0.2371
H: 4.0364 -0.5760 0.5017
C: -8.5537 -4.6668 -0.5429
C: -8.0104 -4.7643 0.6768
C: -6.8661 -3.8901 1.1064
O: -6.4349 -4.0227 2.2373
C: -6.3333 -2.9367 0.1472
C: -6.8737 -2.8404 -1.0745
C: -8.0345 -3.6967 -1.4951
O: -8.4885 -3.5448 -2.6126
O: -6.4239 -1.9885 -1.9880
O: -8.4420 -5.6330 1.5857
H: -9.3779 -5.2892 -0.8611
H: -5.4986 -2.3236 0.4597
H: -6.9844 -2.1187 -2.7767
H: -7.8824 -5.4946 2.3732
C: -2.6488 7.0521 -4.0400
C: -2.3540 7.7075 -2.9108
C: -1.4835 7.1025 -1.8463
O: -1.2437 7.7677 -0.8526
C: -0.9789 5.7606 -2.0536
C: -1.2731 5.0941 -3.1839
C: -2.1242 5.7115 -4.2623
O: -2.3405 5.0668 -5.2676
O: -0.8350 3.8706 -3.4129
O: -2.8061 8.9319 -2.6535
H: -3.2724 7.4802 -4.8120
H: -0.3682 5.3301 -1.2722
H: -1.1824 3.6155 -4.2935
H: -2.4445 9.1695 -1.7786
C: 4.5320 4.4590 -1.5838
C: 5.6326 5.2227 -1.4928
C: 6.9952 4.6909 -1.8494
O: 7.9461 5.4393 -1.7626
C: 7.1008 3.3018 -2.2765
C: 6.0009 2.5459 -2.3614
C: 4.6428 3.0886 -2.0304
O: 3.6842 2.3370 -2.1509
O: 6.0324 1.2695 -2.7433
O: 5.5936 6.4804 -1.0895
H: 3.5474 4.8290 -1.3333
H: 8.0846 2.9232 -2.5146
H: 5.1072 0.9590 -2.7199
H: 6.5155 6.8033 -1.1162


2.
ORCA calculation (wB97M-V/def2-TZVPD) on a molecular structure, C37H52CuN2O4Se.

charge	-2
⟨S²⟩	0.75
ΔE to the lowest compared entry with this formula, charge and spin	0.0	kJ/mol
spin multiplicity	2
gap between HOMO and LUMO (alpha / beta)	5.14 / 5.72	eV

Atoms and positions in Å:
Cu: -0.8766 0.9788 -1.6421
C: -0.5521 -2.8968 4.6285
C: -1.8926 -3.1860 3.8849
C: -2.9669 -2.3518 4.6431
C: -2.3031 -4.6515 4.0611
C: -1.7418 -2.6777 2.3872
C: -1.5666 -1.3184 2.2284
C: -1.2512 -0.8081 0.9697
Se: -0.8507 1.0632 0.7360
C: 1.1093 0.8699 0.5681
C: 1.8594 0.7886 1.7084
C: 3.2534 0.6149 1.7131
C: 3.8741 0.7010 0.4231
C: 3.1934 1.1086 -0.6995
C: 1.7594 0.9134 -0.7337
O: 1.1770 0.9605 -1.8343
C: 4.0530 1.7011 -1.8215
C: 5.1173 2.6531 -1.2404
C: 3.3400 2.4645 -2.9859
C: 4.7353 0.4725 -2.4530
C: 4.0318 0.1714 2.9406
C: 5.2804 1.0135 3.0424
C: 3.1528 0.2891 4.1990
C: 4.3642 -1.3504 2.9097
C: -1.2616 -1.6007 -0.2284
O: -1.1162 -1.0881 -1.3988
C: -1.5675 -3.0629 -0.0359
C: -1.6694 -3.4948 1.2832
C: -1.7150 -4.0676 -1.1612
C: -1.8454 -5.4752 -0.6170
C: -3.0331 -3.6022 -1.8085
C: -0.5872 -3.9326 -2.1533
H: -0.7600 -2.9779 5.6914
H: 0.3393 -3.5176 4.3495
H: -0.3514 -1.7886 4.4573
H: -3.0611 -2.7678 5.6351
H: -2.7950 -1.2832 4.6126
H: -3.9837 -2.4520 4.1859
H: -2.4120 -4.8949 5.1386
H: -3.2744 -4.8740 3.5851
H: -1.4586 -5.2519 3.6865
H: -1.6685 -0.6579 3.0607
H: 1.3595 0.8752 2.7047
H: 4.9385 0.5669 0.3538
H: 4.7455 3.5131 -0.6768
H: 5.7333 2.0994 -0.4866
H: 5.6777 3.0747 -2.1176
H: 3.1040 3.4872 -2.6164
H: 4.0629 2.5026 -3.8869
H: 2.4536 1.9474 -3.2909
H: 5.6130 0.2036 -1.8637
H: 4.0308 -0.3095 -2.6556
H: 5.1016 0.7250 -3.4591
H: 5.1246 2.1726 2.9988
H: 5.6147 0.8966 4.0901
H: 6.0933 0.8663 2.3290
H: 2.5943 1.2811 4.3024
H: 2.3525 -0.4664 4.1473
H: 3.7594 0.1706 5.1450
H: 4.9726 -1.7021 2.0886
H: 4.8101 -1.7090 3.8431
H: 3.3749 -1.8457 2.7802
H: -1.6714 -4.5669 1.4785
H: -2.7710 -5.6390 -0.0196
H: -2.0901 -6.1374 -1.4673
H: -0.9812 -5.8855 -0.0787
H: -3.8774 -3.6546 -1.1032
H: -2.8791 -2.5785 -2.1404
H: -3.3461 -4.2389 -2.6531
H: 0.3734 -4.0892 -1.6306
H: -0.7771 -4.7136 -2.8857
H: -0.5988 -2.9594 -2.6513
C: -4.2033 3.2728 -4.4733
N: -4.5196 3.2678 -3.0436
C: -5.9261 3.1432 -2.7546
C: -3.6018 2.6121 -2.0961
C: -2.3341 3.3955 -1.8435
C: -2.4796 4.8060 -1.8630
C: -1.4378 5.6190 -1.4077
C: -0.2328 5.0182 -1.1065
C: 0.0168 3.6549 -1.4273
C: -1.0922 2.8425 -1.5807
H: -3.4656 2.4516 -4.6247
H: -3.7056 4.2000 -4.8065
H: -5.0811 3.1421 -5.1111
H: -6.0327 3.1919 -1.6601
H: -6.4176 2.3271 -3.1596
H: -6.4324 3.9806 -3.1948
H: -3.3546 1.5786 -2.4747
H: -4.1861 2.4914 -1.2079
H: -3.4123 5.2590 -2.2762
H: -1.6146 6.7066 -1.3818
H: 0.5833 5.6059 -0.7464
H: 0.9908 3.2422 -1.5142
O: -0.4362 2.0374 -4.5494
N: -1.0978 1.0223 -4.6568
O: -1.5035 0.5108 -3.5329


3.
ORCA calculation (wB97M-V/def2-TZVPD) on a molecular structure, C37H53BN4O3P2SYb.

charge	-1
⟨S²⟩	0.75
ΔE to the lowest compared entry with this formula, charge and spin	0.0	kJ/mol
spin multiplicity	2
gap between HOMO and LUMO (alpha / beta)	5.12 / 5.13	eV

Atoms and positions in Å:
Yb: 0.6459 0.7545 -0.4787
C: 0.1496 -0.5453 -4.6694
C: -1.1255 -0.4115 -3.8244
C: -2.3664 -0.5873 -4.6961
C: -1.0959 1.0210 -3.2701
P: -0.9663 -1.5286 -2.3235
C: -2.5295 -1.2720 -1.3252
N: -2.1664 -1.4009 0.0706
B: -1.0463 -0.6758 0.6553
N: -0.9470 -1.2769 1.9732
C: 0.0794 -0.9535 2.9314
P: 1.6461 -0.4578 2.0402
C: 2.5721 -2.0673 1.8763
C: 1.6425 -2.9567 1.0394
C: 3.8538 -1.8353 1.0743
C: 2.9107 -2.7698 3.1929
C: 2.4212 0.6634 3.3311
C: 3.8929 0.9102 3.0073
C: 2.3049 0.1951 4.7850
C: 1.6677 1.9920 3.1678
C: -1.8856 -2.2711 2.1360
C: -2.1457 -3.1220 3.1938
C: -3.1651 -4.0631 3.0590
C: -3.9110 -4.1407 1.8940
C: -3.6642 -3.2823 0.8247
C: -2.6492 -2.3490 0.9415
C: -1.1671 -3.3475 -2.8144
C: -2.5885 -3.7998 -3.1709
C: -0.2370 -3.7102 -3.9740
C: -0.7151 -4.1396 -1.5793
H: 1.0394 -0.5243 -4.0361
H: 0.2005 0.3018 -5.3585
H: 0.1645 -1.4508 -5.2671
H: -2.3868 0.1758 -5.4786
H: -3.2873 -0.4952 -4.1181
H: -2.3688 -1.5596 -5.1900
H: -1.1629 1.7223 -4.1083
H: -0.1285 1.2630 -2.8037
H: -1.9087 1.2589 -2.5815
H: -3.3242 -1.9740 -1.5825
H: -2.9287 -0.2694 -1.5164
H: 0.2572 -1.7974 3.6084
H: -0.2308 -0.1071 3.5587
H: 1.3219 -2.4335 0.1350
H: 0.7561 -3.2703 1.5936
H: 2.1965 -3.8496 0.7398
H: 3.6520 -1.2486 0.1819
H: 4.2561 -2.8019 0.7624
H: 4.6197 -1.3326 1.6604
H: 2.0504 -2.8709 3.8556
H: 3.7038 -2.2466 3.7300
H: 3.2754 -3.7768 2.9746
H: 4.5084 0.0513 3.2742
H: 4.2506 1.7657 3.5858
H: 4.0424 1.1262 1.9479
H: 2.8873 -0.7062 4.9713
H: 1.2756 -0.0027 5.0763
H: 2.6833 0.9769 5.4487
H: 1.8161 2.4094 2.1662
H: 2.0562 2.7202 3.8865
H: 0.5937 1.8924 3.3402
H: -1.5749 -3.0570 4.1114
H: -3.3779 -4.7358 3.8794
H: -4.7027 -4.8742 1.8119
H: -4.2587 -3.3446 -0.0781
H: -3.0822 -3.1370 -3.8799
H: -3.2190 -3.8852 -2.2864
H: -2.5427 -4.7949 -3.6213
H: -0.6330 -3.3651 -4.9284
H: -0.1582 -4.7995 -4.0294
H: 0.7659 -3.3043 -3.8437
H: -1.2932 -3.8865 -0.6900
H: 0.3381 -3.9645 -1.3625
H: -0.8508 -5.2075 -1.7728
N: 2.1954 -0.1160 -1.4701
C: 3.1191 -0.8016 -2.1263
C: 2.9801 -2.1898 -2.4319
C: 3.9401 -2.9027 -3.1166
C: 5.1143 -2.2958 -3.5544
C: 5.2843 -0.9406 -3.2787
C: 4.3316 -0.2168 -2.5982
H: 2.0780 -2.6843 -2.0865
H: 3.7720 -3.9593 -3.3092
H: 5.8695 -2.8570 -4.0895
H: 6.1897 -0.4381 -3.6070
H: 4.4857 0.8375 -2.3953
O: 1.3779 3.0483 -0.7647
C: 0.2264 3.4926 -0.5564
N: -0.7411 2.6868 -0.1052
S: -2.1768 3.4385 0.0312
O: -3.1143 2.9090 -0.9263
O: -2.5896 3.5205 1.4058
C: -1.5713 5.0175 -0.5153
C: -2.2447 6.2107 -0.6602
C: -1.5066 7.3005 -1.1147
C: -0.1463 7.1873 -1.4084
C: 0.5183 5.9804 -1.2572
C: -0.2213 4.8939 -0.8035
H: -3.2969 6.2959 -0.4325
H: -1.9966 8.2563 -1.2450
H: 0.3948 8.0558 -1.7595
H: 1.5694 5.8729 -1.4810


4.
ORCA calculation (wB97M-V/def2-TZVPD) on a molecular structure, C37H53MgNO2Se.

charge	0
ΔE to the lowest compared entry with this formula, charge and spin	13.9	kJ/mol
spin multiplicity	1
gap between HOMO and LUMO	6.43	eV

Atoms and positions in Å:
Mg: 0.1371 0.1138 -2.0080
C: -2.2702 2.2234 4.6510
C: -1.5759 3.2497 3.7434
C: -0.2111 3.6027 4.3462
C: -2.4024 4.5433 3.6946
C: -1.4437 2.6543 2.3478
C: -0.2255 2.3016 1.7941
C: -0.1598 1.8117 0.5048
Se: 1.5569 1.1932 -0.1174
C: 1.5340 -0.5489 0.7260
C: 2.0937 -0.6901 1.9788
C: 2.1294 -1.9308 2.6018
C: 1.6893 -3.0147 1.8509
C: 1.1517 -2.9147 0.5723
C: 0.9691 -1.6287 0.0070
O: 0.3439 -1.4109 -1.1012
C: 0.8150 -4.2170 -0.1630
C: 0.3287 -4.0463 -1.6063
C: -0.2763 -4.9741 0.6051
C: 2.0982 -5.0613 -0.2281
C: 2.6263 -2.0377 4.0386
C: 4.0414 -1.4515 4.1607
C: 1.6718 -1.2380 4.9407
C: 2.6666 -3.4841 4.5439
C: -1.2826 1.6578 -0.3342
O: -1.1114 1.3737 -1.5929
C: -2.5406 1.8366 0.2995
C: -2.5718 2.3666 1.5836
C: -3.8660 1.3762 -0.3090
C: -4.8331 2.5600 -0.4543
C: -4.4881 0.3235 0.6273
C: -3.7248 0.7070 -1.6786
H: -2.3954 2.6236 5.6558
H: -3.2498 1.9577 4.2614
H: -1.6773 1.3127 4.7073
H: -0.3411 4.0976 5.3084
H: 0.3888 2.7104 4.5074
H: 0.3350 4.2784 3.6902
H: -2.4670 4.9845 4.6885
H: -1.9346 5.2659 3.0290
H: -3.4134 4.3637 3.3424
H: 0.7011 2.3816 2.3441
H: 2.4902 0.1939 2.4582
H: 1.7694 -4.0006 2.2801
H: -0.5713 -3.4416 -1.6593
H: 1.0929 -3.5806 -2.2223
H: 0.1100 -5.0283 -2.0253
H: -1.1907 -4.3851 0.6256
H: -0.4898 -5.9281 0.1251
H: 0.0278 -5.1672 1.6297
H: 2.8980 -4.4779 -0.6812
H: 2.4215 -5.3716 0.7602
H: 1.9373 -5.9539 -0.8305
H: 4.0579 -0.3945 3.9081
H: 4.4012 -1.5605 5.1835
H: 4.7260 -1.9702 3.4931
H: 1.6384 -0.1927 4.6433
H: 0.6636 -1.6413 4.8691
H: 1.9963 -1.2909 5.9799
H: 3.3155 -4.0966 3.9218
H: 3.0560 -3.5119 5.5612
H: 1.6699 -3.9184 4.5573
H: -3.5333 2.5585 2.0367
H: -4.9976 3.0559 0.4984
H: -4.4315 3.2901 -1.1535
H: -5.7964 2.2131 -0.8262
H: -4.7625 0.7458 1.5893
H: -5.3860 -0.0894 0.1702
H: -3.7835 -0.4866 0.8010
H: -3.3469 1.4057 -2.4181
H: -3.0448 -0.1417 -1.6251
H: -4.7000 0.3480 -2.0072
C: -0.5846 2.6637 -6.8958
N: 0.1804 1.6391 -6.1762
C: -0.5932 0.3996 -6.0119
C: 0.7212 2.1187 -4.8527
C: 1.8081 1.1647 -4.4478
C: 3.0819 1.3314 -4.9927
C: 4.0689 0.4071 -4.7203
C: 3.7627 -0.6929 -3.9345
C: 2.4937 -0.8360 -3.4048
C: 1.4646 0.0806 -3.6369
H: -0.9523 2.2676 -7.8417
H: 0.0403 3.5327 -7.0951
H: -1.4307 2.9713 -6.2855
H: 1.0194 1.4019 -6.7197
H: -1.5443 0.6263 -5.5351
H: -0.0417 -0.2773 -5.3519
H: -0.7656 -0.0697 -6.9785
H: -0.0800 2.1113 -4.1109
H: 1.1049 3.1314 -4.9979
H: 3.3148 2.2047 -5.5952
H: 5.0709 0.5438 -5.1012
H: 4.5248 -1.4320 -3.7326
H: 2.2820 -1.6919 -2.7838


| no. | F_max (eV Å⁻¹) | electronic energy (eV) |
| --- | --- | --- |
| 1 | 2.5 | -243697.855 |
| 2 | 3.2 | -160365.133 |
| 3 | 1.9 | -112955.342 |
| 4 | 1.4 | -115606.884 |